1.
The following is a DFT calculation (ωB97M-V with the def2-TZVPD basis set) of a molecular structure, C46H44N6O8SSc.

Results
HOMO energy = -5.10 eV
largest force on an atom = 0.91 eV/Å
total charge = -1

```
106
C46H44N6O8SSc, DFT ωB97M-V with the def2-TZVPD basis set
Sc -0.4110 1.0892 -0.0356
N -2.4206 5.2140 0.5325
C -1.4582 4.3375 0.0989
S -0.3133 3.7642 1.2581
N -1.5061 4.0456 -1.1835
N -0.5243 3.1227 -1.4803
C 0.0742 3.2224 -2.6024
C -0.1967 4.2733 -3.6217
C -1.2596 4.1260 -4.5080
C -1.4926 5.0951 -5.4704
C -0.6725 6.2127 -5.5540
C 0.3878 6.3588 -4.6738
C 0.6278 5.3869 -3.7129
C 1.1709 2.2490 -2.8383
C 1.8829 2.2291 -4.0309
C 2.9245 1.3287 -4.1648
C 3.2369 0.4996 -3.1016
C 2.4727 0.5973 -1.9463
N 1.4582 1.4359 -1.8174
H -2.5709 5.2260 1.5262
H -3.2219 5.3277 -0.0678
H -1.8869 3.2476 -4.4366
H -2.3187 4.9762 -6.1588
H -0.8609 6.9687 -6.3059
H 1.0292 7.2283 -4.7315
H 1.4522 5.4958 -3.0195
H 1.6117 2.8966 -4.8357
H 3.4882 1.2821 -5.0876
H 4.0521 -0.2078 -3.1510
H 2.6896 -0.0030 -1.0749
C 3.5514 -3.7646 0.0404
C 2.2480 -3.7342 0.8270
C 2.0048 -5.0290 1.5734
O 1.1660 -3.4662 -0.0699
C 0.7375 -2.0989 0.0644
C 1.8258 -1.5357 1.0068
O 2.2326 -2.6744 1.7566
C 1.6823 -0.2351 1.8302
O 1.2286 0.7140 0.9264
C 3.1060 0.1779 2.2659
C 3.8936 -0.6181 3.0938
C 5.1710 -0.2212 3.4537
C 5.6838 0.9862 2.9985
C 4.9040 1.7847 2.1790
C 3.6262 1.3828 1.8108
C 0.8193 -0.2954 3.0954
C 0.8531 -1.3538 4.0009
C 0.0994 -1.3169 5.1653
C -0.7057 -0.2258 5.4498
C -0.7425 0.8332 4.5545
C 0.0190 0.8002 3.3970
C -0.7777 -1.9868 0.3548
O -1.0424 -0.6575 0.6271
C -1.2788 -2.8598 1.5096
C -1.7695 -2.2613 2.6600
C -2.3161 -3.0306 3.6803
C -2.3828 -4.4081 3.5610
C -1.9043 -5.0152 2.4056
C -1.3662 -4.2455 1.3888
C -1.5981 -2.3973 -0.8820
C -2.9713 -2.1744 -0.8065
C -3.7981 -2.4175 -1.8843
C -3.2656 -2.9078 -3.0728
C -1.9088 -3.1561 -3.1506
C -1.0779 -2.9068 -2.0611
H 3.5313 -4.5984 -0.6613
H 4.3970 -3.8919 0.7163
H 3.6932 -2.8509 -0.5336
H 1.8144 -5.8363 0.8667
H 1.1481 -4.9214 2.2297
H 2.8834 -5.2881 2.1651
H 0.8741 -1.6019 -0.9053
H 2.6593 -1.2877 0.3321
H 3.5122 -1.5601 3.4590
H 5.7664 -0.8574 4.0968
H 6.6787 1.3019 3.2871
H 5.2847 2.7333 1.8216
H 3.0121 2.0051 1.1756
H 1.4362 -2.2342 3.7851
H 0.1304 -2.1630 5.8404
H -1.3002 -0.2018 6.3547
H -1.3625 1.6990 4.7505
H -0.0200 1.6455 2.7233
H -1.7052 -1.1863 2.7529
H -2.6772 -2.5429 4.5765
H -2.8107 -5.0067 4.3559
H -1.9632 -6.0908 2.2919
H -1.0219 -4.7196 0.4802
H -3.3754 -1.7905 0.1212
H -4.8602 -2.2201 -1.8059
H -3.9046 -3.0829 -3.9276
H -1.4757 -3.5304 -4.0693
H -0.0217 -3.1046 -2.1614
C -4.6560 0.6883 0.8502
C -3.6329 1.5381 0.1506
N -4.0228 2.2147 -0.9433
O -2.4850 1.6315 0.5911
H -5.5744 1.2459 1.0368
H -4.2358 0.3244 1.7828
H -4.9003 -0.1645 0.2161
H -4.8414 1.8953 -1.4341
H -3.2858 2.6535 -1.4901
O -0.8142 0.1357 -4.0049
N -1.5235 0.6089 -3.1317
O -2.5344 1.2698 -3.3829
O -1.2078 0.4303 -1.9129
```

---

2.
The following is a DFT calculation (ωB97M-V with the def2-TZVPD basis set) of 8 unconnected molecules or ions with the total composition C46H45BrF7N5OP in a non-equilibrium geometry.

Results
HOMO energy = -10.66 eV
largest force on an atom = 1.47 eV/Å
total charge = +1

```
106
C46H45BrF7N5OP, DFT ωB97M-V with the def2-TZVPD basis set
N 4.3288 3.3081 2.8052
P 3.7530 2.2049 1.6828
O 5.0957 2.0547 0.8168
N 3.8129 0.7616 2.8633
C 4.8256 0.2386 3.5604
N 4.4197 -0.8370 4.2196
N 3.1428 -0.9850 3.9453
N 2.7746 -0.0317 3.1508
C 1.3960 0.0574 2.6523
C 0.7264 1.3988 2.9024
C -0.6110 1.4066 2.1496
Br -0.3100 1.9729 0.3137
H 3.8523 3.2342 3.6991
H 4.1997 4.2503 2.4398
H 4.9549 1.4847 0.0444
H 5.8318 0.6251 3.5458
H 1.3491 -0.2335 1.6014
H 0.8595 -0.7092 3.2086
H 1.3026 2.2354 2.5223
H 0.5249 1.5763 3.9595
H -1.0054 0.3943 2.0810
H -1.3423 2.0558 2.6150
F 3.5226 5.2748 0.4161
C 4.5782 5.8753 -0.2061
C 5.8073 5.8858 0.4188
C 6.8726 6.4966 -0.2280
C 6.6904 7.0847 -1.4714
C 5.4404 7.0605 -2.0750
C 4.3689 6.4474 -1.4420
H 5.9326 5.4279 1.3918
H 7.8461 6.5126 0.2427
H 7.5226 7.5623 -1.9697
H 5.2960 7.5214 -3.0426
H 3.3875 6.4116 -1.8957
F -2.8927 0.7844 -6.1223
C -2.6040 0.3353 -4.8867
C -2.6448 -1.0239 -4.6392
C -2.3412 -1.4797 -3.3630
C -2.0145 -0.5794 -2.3587
C -1.9827 0.7792 -2.6333
C -2.2720 1.2475 -3.9043
H -2.9102 -1.7083 -5.4345
H -2.3627 -2.5372 -3.1556
H -1.7817 -0.9402 -1.3648
H -1.7290 1.4782 -1.8504
H -2.2395 2.3042 -4.1309
F -0.6638 -3.2310 -0.3553
C -0.8833 -4.5518 -0.5842
C 0.0355 -5.4661 -0.1111
C -0.1914 -6.8156 -0.3412
C -1.3205 -7.2254 -1.0378
C -2.2283 -6.2840 -1.5037
C -2.0137 -4.9322 -1.2773
H 0.9111 -5.1250 0.4255
H 0.5139 -7.5491 0.0225
H -1.4909 -8.2789 -1.2153
H -3.1077 -6.5994 -2.0490
H -2.7126 -4.1861 -1.6230
F 0.6426 -9.8324 0.9917
C 0.6138 -9.4687 2.2923
C -0.3313 -8.5519 2.7060
C -0.3608 -8.1860 4.0443
C 0.5514 -8.7294 4.9388
C 1.4951 -9.6461 4.4950
C 1.5300 -10.0259 3.1610
H -1.0312 -8.1380 1.9931
H -1.1008 -7.4754 4.3877
H 0.5252 -8.4411 5.9812
H 2.2076 -10.0704 5.1897
H 2.2507 -10.7447 2.7952
F -3.2894 -4.4238 -3.9641
C -4.5078 -4.5705 -4.5407
C -4.6720 -5.5399 -5.5078
C -5.9225 -5.6859 -6.0911
C -6.9744 -4.8649 -5.7076
C -6.7790 -3.8950 -4.7341
C -5.5353 -3.7429 -4.1375
H -3.8356 -6.1632 -5.7948
H -6.0740 -6.4435 -6.8480
H -7.9460 -4.9811 -6.1683
H -7.5962 -3.2517 -4.4371
H -5.3603 -2.9960 -3.3742
F 0.5195 4.1291 3.7546
C 0.4976 4.5799 5.0365
C -0.4422 5.5223 5.3941
C -0.4589 5.9729 6.7060
C 0.4569 5.4843 7.6288
C 1.3934 4.5370 7.2427
C 1.4157 4.0742 5.9340
H -1.1417 5.8943 4.6575
H -1.1910 6.7093 7.0077
H 0.4394 5.8422 8.6489
H 2.1084 4.1563 7.9594
H 2.1325 3.3267 5.6150
F -2.1027 8.0464 -6.0708
C -2.0701 7.0708 -5.1459
C -1.1573 7.1613 -4.1140
C -1.1303 6.1540 -3.1607
C -2.0011 5.0773 -3.2547
C -2.9099 5.0076 -4.3039
C -2.9507 6.0132 -5.2584
H -0.4855 8.0076 -4.0649
H -0.4264 6.2119 -2.3405
H -1.9727 4.2962 -2.5050
H -3.5897 4.1694 -4.3812
H -3.6531 5.9846 -6.0803
```

---

These records have LUMO values of 2.442, -3.826 eV, in the order they appear.